Below is a structure of composition C30H32Cl5HfN8O5S in a non-equilibrium geometry, with properties calculated with ωB97M-V with the def2-TZVPD basis set.

Each line ends with the Mulliken charge.
Element x y z (Å)
Hf: -0.84791 -0.61694 -0.45310  -0.01
C: -3.59537 -2.18080 3.11023  -0.68
O: -2.45776 -1.40035 3.51678  -0.48
C: -1.24469 -2.01045 3.33150  0.00
C: -0.48022 -2.36048 4.42921  -0.43
C: 0.80405 -2.88443 4.26847  -0.86
C: 1.31292 -3.04373 2.99376  -0.82
C: 0.56286 -2.67641 1.87395  0.57
C: 1.13894 -2.85108 0.53813  -0.53
N: 0.64766 -2.27906 -0.49047  0.93
N: 1.21454 -2.58421 -1.73538  -1.30
C: 0.70325 -1.80365 -2.62939  0.92
O: -0.13196 -0.82004 -2.35301  0.01
C: 1.05285 -2.02337 -4.05343  0.30
C: 0.23182 -1.48255 -5.04026  -0.03
C: 0.53500 -1.68207 -6.38116  -0.88
C: 1.65825 -2.41563 -6.73430  -0.45
C: 2.47828 -2.95746 -5.74882  -0.67
C: 2.17668 -2.76760 -4.41039  -0.55
C: -0.73756 -2.16888 2.03625  1.07
O: -1.49053 -1.84149 0.98500  -0.35
H: -3.56745 -3.15268 3.60450  0.32
H: -3.60833 -2.30977 2.02897  0.13
H: -4.47585 -1.63476 3.43564  0.28
H: -0.91002 -2.21950 5.41428  0.50
H: 1.38761 -3.17209 5.13282  0.45
H: 2.30561 -3.45407 2.84714  0.47
H: 2.00459 -3.49693 0.40794  0.48
H: -0.64666 -0.91797 -4.75088  0.44
H: -0.11049 -1.27288 -7.14758  0.43
H: 1.89441 -2.57171 -7.77944  0.42
H: 3.35170 -3.53262 -6.02810  0.42
H: 2.79903 -3.18958 -3.63277  0.47
Cl: -3.50563 2.35400 -0.80029  -0.18
C: -3.86502 0.77195 -1.48505  1.36
C: -2.95448 -0.26756 -1.35276  -0.91
C: -3.37691 -1.45524 -1.92713  1.02
Cl: -2.28012 -2.83365 -1.79791  -0.16
C: -4.58099 -1.65787 -2.58980  -0.57
Cl: -4.97713 -3.18933 -3.26513  -0.19
C: -5.45506 -0.58303 -2.69381  0.75
Cl: -6.96042 -0.77361 -3.49372  -0.18
C: -5.09572 0.64424 -2.13505  -0.54
Cl: -6.18549 1.96867 -2.26147  -0.19
N: -1.66325 0.87430 1.28450  -0.36
C: -0.67701 1.94314 1.53104  0.78
C: -0.66772 2.49569 2.94892  -1.60
C: -0.32112 1.47415 4.02889  0.11
C: 1.10974 0.94038 3.94279  -1.24
N: 2.09969 1.96981 3.60778  0.12
C: 2.60832 2.83439 4.45777  0.80
N: 2.39846 2.72689 5.77618  -0.34
N: 3.34570 3.85301 3.99952  -0.38
C: 0.70684 1.45498 1.10114  -0.12
O: 1.67328 2.18494 1.26080  -0.83
O: 0.73956 0.25694 0.58551  -0.90
H: -2.58235 1.27165 1.09914  0.29
H: -1.75549 0.27755 2.10452  -0.13
H: -0.89504 2.75720 0.83681  0.34
H: -1.65656 2.90375 3.16866  0.48
H: 0.02227 3.34135 2.97520  0.50
H: -0.97941 0.60363 3.97370  0.21
H: -0.51730 1.92010 5.00736  0.47
H: 1.19896 0.18251 3.16339  -0.05
H: 1.39443 0.43492 4.86664  0.66
H: 2.14442 2.19492 2.60555  0.35
H: 1.91147 1.93271 6.14917  0.16
H: 2.87542 3.32669 6.42554  0.20
H: 3.49142 3.96007 3.00931  0.19
H: 3.78657 4.50816 4.61964  0.18
S: -0.35836 2.20720 -1.75544  -0.33
C: 1.07493 2.23444 -2.65629  0.20
N: 1.50125 1.31845 -3.51425  0.08
C: 2.74771 1.67353 -4.18130  -0.52
C: 2.95701 3.13072 -3.71004  -0.57
N: 1.94959 3.25628 -2.65652  -0.14
H: 0.98493 0.47266 -3.67027  0.05
H: 2.63894 1.60503 -5.26176  0.33
H: 3.55863 1.01482 -3.87216  0.30
H: 2.77703 3.84567 -4.51266  0.31
H: 3.95709 3.29324 -3.31618  0.31
H: 1.70163 4.12080 -2.20652  0.28

The value obtained for the total energy is -4723.89689 a.u. The value obtained for the relative energy (zero: lowest compared OMol25 entry of this formula, charge and spin) is 0.7004 eV. Its orbital gap is 8.055 eV. As for the charge: +1. As for the LUMO energy: -2.431 eV. The largest force on an atom comes out at 1.9 eV/Å.

---

Below is a structure of composition C30H32ClN3SSi2V in a non-equilibrium geometry, with properties calculated with ωB97M-V with the def2-TZVPD basis set.

Each line ends with the Löwdin spin population.
Element x y z (Å)
C: -1.11013 -0.28828 1.28319  0.02
C: -1.75487 0.26310 0.13394  0.02
C: -1.78818 -0.74016 -0.87032  0.02
H: -2.21510 1.24966 0.06539  0.00
C: -1.15629 -1.91433 -0.35548  0.05
C: -0.75389 -1.64765 0.98106  0.00
H: -0.28448 -2.35708 1.66497  0.00
H: -1.08241 0.13553 2.27184  0.00
H: -2.29744 -0.67445 -1.82754  0.00
H: -1.03453 -2.85854 -0.88255  0.01
V: 0.20807 -0.30964 -0.37274  2.18
Si: 0.63986 0.22786 -3.05789  -0.24
C: -0.16871 1.77346 -3.72144  -0.02
C: 0.43422 2.66310 -4.63426  -0.01
H: 1.46493 2.49362 -4.96257  0.00
C: -0.27739 3.74867 -5.14999  0.00
H: 0.17143 4.37766 -5.92096  0.00
C: -1.56822 4.02998 -4.70316  0.00
H: -2.11925 4.87268 -5.10777  0.00
C: -2.13136 3.23483 -3.70130  0.00
H: -3.10968 3.47500 -3.29751  0.00
C: -1.43851 2.11847 -3.21893  -0.01
H: -1.89970 1.50836 -2.43442  0.00
C: -0.04013 -1.37697 -3.70886  -0.03
C: -1.12635 -1.38699 -4.60043  -0.02
H: -1.50510 -0.44164 -5.00588  0.00
C: -1.70417 -2.60097 -5.00113  0.00
H: -2.55790 -2.58595 -5.67294  0.00
C: -1.17770 -3.82061 -4.57032  -0.02
H: -1.60835 -4.75634 -4.90161  0.00
C: -0.07792 -3.82180 -3.70544  0.00
H: 0.34229 -4.76443 -3.36637  0.00
C: 0.50356 -2.61278 -3.30098  -0.02
H: 1.40782 -2.61952 -2.68213  0.00
H: 2.11854 0.22701 -2.93846  -0.04
Si: 2.46351 0.43833 -7.43332  0.00
C: 1.97900 -1.17952 -8.18916  0.00
C: 1.10909 -1.18994 -9.29015  0.00
H: 0.80730 -0.24585 -9.75197  0.00
C: 0.56652 -2.40055 -9.73906  0.00
H: -0.12185 -2.39161 -10.58226  0.00
C: 0.87322 -3.59414 -9.07905  0.00
H: 0.40610 -4.52052 -9.39283  0.00
C: 1.75562 -3.58509 -7.99485  0.00
H: 2.00311 -4.50731 -7.47699  0.00
C: 2.30007 -2.38299 -7.54043  0.00
H: 2.92752 -2.37867 -6.64553  0.00
C: 1.35359 1.75538 -8.14968  0.00
C: -0.00209 1.92047 -7.83213  0.00
H: -0.46706 1.28113 -7.07571  0.00
C: -0.75276 2.93503 -8.44271  0.00
H: -1.79805 3.07842 -8.15848  0.00
C: -0.16971 3.78460 -9.38836  0.00
H: -0.75198 4.59566 -9.83219  0.00
C: 1.17363 3.60178 -9.73727  0.00
H: 1.63081 4.24391 -10.49139  0.00
C: 1.93634 2.61447 -9.10404  0.00
H: 3.00193 2.50239 -9.33122  0.00
H: 3.90834 0.79929 -7.63683  0.00
Cl: 2.49482 -0.01902 -5.41733  -0.02
N: 0.79510 1.40506 0.66922  0.03
N: 1.07454 0.88235 1.98852  0.03
C: 1.92835 -0.19299 1.99102  0.02
N: 2.49804 -0.53099 3.15493  0.01
S: 2.16467 -1.09198 0.56078  0.01
H: 0.04505 2.10114 0.75430  0.01
H: 1.60718 1.94983 0.34346  0.01
H: 1.35657 1.62971 2.64402  0.00
H: 3.11592 -1.33190 3.20773  0.00
H: 2.15425 -0.15285 4.04013  0.00

The value obtained for the total energy is -3707.78914 a.u. Its orbital gap (spin up / spin down) is 6.605 / 6.608 eV. As for the charge: +1. As for the LUMO energy (spin up / spin down): -3.609 / -3.040 eV. As for the multiplicity: 3. The largest force on an atom comes out at 3.8 eV/Å.

---

Below is a structure of composition C30H32F4N11ORuS, with properties calculated with ωB97M-V with the def2-TZVPD basis set.

Each line ends with the Mulliken charge.
Element x y z (Å)
Ru: 0.46504 0.99453 -0.83712  0.20
C: -1.11888 -3.66327 -3.89444  -0.44
C: -0.16426 -3.82251 -2.71893  -0.89
N: -0.65596 -3.18297 -1.51419  -0.13
C: -0.37022 -1.93595 -1.09507  0.37
S: 0.80057 -0.98551 -1.99885  -0.59
N: -1.04751 -1.53385 -0.03577  -1.65
N: -0.75198 -0.26408 0.35372  1.72
C: -1.39856 0.26154 1.33501  0.54
C: -2.46554 -0.43413 2.11449  -2.13
C: -1.02869 1.66184 1.63696  0.85
C: -1.54022 2.32630 2.74370  -0.99
C: -1.16488 3.63653 2.99035  -0.59
C: -0.29321 4.25853 2.11425  -1.12
C: 0.16774 3.53900 1.02378  -0.32
N: -0.17679 2.27713 0.78597  0.60
H: -0.74502 -4.19966 -4.76753  0.44
H: -1.21041 -2.60519 -4.15452  -0.20
H: -2.11051 -4.05154 -3.65461  0.33
H: 0.80424 -3.39008 -2.96012  0.30
H: 0.00173 -4.87741 -2.49646  0.42
H: -1.40168 -3.63121 -1.00272  0.29
H: -2.64491 -1.41822 1.69490  0.39
H: -3.39386 0.14031 2.08525  0.41
H: -2.17652 -0.54327 3.16208  0.41
H: -2.22812 1.81773 3.40307  0.50
H: -1.55703 4.16432 3.84932  0.45
H: 0.01995 5.28303 2.25643  0.50
H: 0.82135 3.99298 0.29338  0.63
C: 3.50333 2.63043 2.80340  -1.24
N: 3.22068 2.12128 1.47172  0.72
C: 3.46709 3.03464 0.37471  -1.01
C: 2.93740 0.80604 1.23714  0.19
N: 2.16690 0.41787 0.26532  0.10
N: 3.47232 -0.10048 2.12429  0.08
C: 4.89445 -0.05264 2.44343  -1.22
C: 2.88523 -1.42402 2.22736  -1.11
H: 2.96478 3.57081 2.93771  0.38
H: 4.56732 2.82635 2.96510  0.38
H: 3.15851 1.92411 3.55283  0.37
H: 3.22953 4.04933 0.69418  0.39
H: 2.83929 2.77775 -0.47455  -0.01
H: 4.51795 3.01791 0.06544  0.23
H: 2.25854 -0.58067 0.11802  0.03
H: 5.34090 0.85920 2.05925  0.39
H: 5.40731 -0.89935 1.97874  0.38
H: 5.05674 -0.09906 3.52163  0.33
H: 1.79900 -1.35688 2.19378  0.29
H: 3.17649 -1.85770 3.18349  0.34
H: 3.22727 -2.09898 1.43288  0.39
F: -0.97849 0.75836 -4.82429  -0.15
C: -1.85669 -0.09502 -5.33715  0.41
C: -1.71336 -0.46828 -6.61228  0.21
F: -0.70032 0.02199 -7.30251  -0.31
C: -2.62607 -1.40117 -7.26606  0.07
C: -3.70952 -1.88246 -6.41541  0.42
C: -3.84789 -1.50859 -5.13915  0.02
F: -4.86358 -1.98582 -4.44109  -0.33
C: -2.92386 -0.59523 -4.48419  0.63
C: -3.02271 -0.26537 -3.17685  0.72
C: -2.06516 0.57305 -2.52042  -0.09
N: -1.33023 1.18883 -1.89545  -0.37
C: -4.00548 -0.80785 -2.27930  -0.45
N: -4.74619 -1.27089 -1.53503  -0.52
F: -4.59186 -2.71566 -6.93162  -0.30
C: -2.48279 -1.78707 -8.55236  1.25
C: -1.43001 -1.31178 -9.40692  -0.12
N: -0.58062 -0.95095 -10.08854  -0.47
C: -3.36015 -2.71916 -9.20421  -0.21
N: -3.99824 -3.47850 -9.78113  -0.45
C: 1.27053 3.76018 -3.88107  -0.92
O: 0.81416 3.10719 -2.68130  -0.16
C: 1.40356 2.02900 -2.18271  0.80
C: 2.67432 1.58658 -2.84556  -1.53
H: 1.36495 3.04693 -4.69826  0.38
H: 2.21879 4.26668 -3.70911  0.32
H: 0.50478 4.49241 -4.11652  0.27
H: 3.22948 2.36153 -3.37296  0.53
H: 2.41742 0.79835 -3.56233  0.40
H: 3.31037 1.11578 -2.09635  0.27

The value obtained for the total energy is -2732.18410 a.u. Its orbital gap (spin up / spin down) is 4.740 / 4.737 eV. As for the charge: +1. As for the LUMO energy (spin up / spin down): -5.328 / -5.330 eV. The largest force on an atom comes out at 0.8 eV/Å.